Here is a 2-piece molecular cluster, C19H16Cl3N3O overall at a distorted geometry from OMol25. Energies are from the ωB97M-V functional and the def2-TZVPD basis.

For the calculated total energy, the calculation gives -64046.881 eV. The SMILES is O=C1c2ncccc2C(Cl)=CC1(Cl)Cl.C=C1N(C)c2ccccc2N1C. Its gap between HOMO and LUMO is 0.215 hartree.

Each line ends with the Mulliken charge.
Positions of all 42 atoms, in Å:
O1 -3.02878 2.77776 -0.79357  -0.502
C1 -3.55154 1.69361 -0.88213  -0.034
C2 -4.93121 1.53274 -1.38609  0.218
N1 -5.71759 2.60556 -1.39895  -0.524
C3 -6.95663 2.42329 -1.81836  -0.279
C4 -7.46819 1.22017 -2.24275  -0.523
C5 -6.65719 0.11377 -2.24680  -0.689
C6 -5.35704 0.26179 -1.80623  0.735
C7 -4.42077 -0.85440 -1.76732  0.413
Cl1 -4.81350 -2.32694 -2.57247  -0.231
C8 -3.23817 -0.76217 -1.14327  -0.925
C9 -2.80608 0.47203 -0.44918  0.893
Cl2 -1.09863 0.74426 -0.73281  -0.073
Cl3 -3.09076 0.29193 1.26794  -0.150
H1 -7.59230 3.29686 -1.81142  0.413
H2 -8.49348 1.14992 -2.56382  0.398
H3 -7.01251 -0.85102 -2.57172  0.405
H4 -2.57099 -1.60964 -1.13739  0.444
C10 2.43911 1.03261 -1.01649  -1.787
C11 3.01343 0.31449 -0.03740  0.548
N2 3.36277 0.77347 1.25212  0.195
C12 3.11894 2.11365 1.77602  -0.992
C13 3.96917 -0.28295 1.96991  0.921
C14 4.50116 -0.35092 3.25136  -0.849
C15 5.05311 -1.54316 3.67915  -0.632
C16 5.07702 -2.65847 2.84832  -0.632
C17 4.54941 -2.60478 1.57242  -0.843
C18 3.99323 -1.41144 1.12917  0.919
N3 3.40097 -1.04260 -0.10066  0.194
C19 3.20798 -1.93369 -1.24031  -0.986
H5 2.23620 0.59714 -1.97012  0.369
H6 2.20335 2.06432 -0.87433  0.381
H7 3.44909 2.18590 2.81014  0.302
H8 3.66217 2.85078 1.18820  0.343
H9 2.05575 2.34214 1.73725  0.316
H10 4.48255 0.51577 3.88788  0.267
H11 5.47281 -1.60856 4.66967  0.383
H12 5.51521 -3.57691 3.20329  0.383
H13 4.56793 -3.46280 0.92424  0.265
H14 3.56121 -2.93575 -1.00627  0.302
H15 2.15168 -1.99202 -1.49512  0.303
H16 3.76109 -1.56572 -2.10207  0.342


Here is C56H53AsN7PS2Ti as an isolated structure at a distorted geometry from OMol25. Energies are from the ωB97M-V functional and the def2-TZVPD basis.

The charge is +2. For the calculated total energy, the calculation gives -184264.108 eV. Its gap between HOMO and LUMO is 0.225 hartree.

Each line ends with the Mulliken charge.
Positions of all 121 atoms, in Å:
Ti1 0.00601 -0.00860 0.53801  0.007
C1 -1.47350 -2.88384 0.62913  -0.959
N1 -1.37916 -1.63675 1.45101  1.397
C2 -1.05989 -2.01404 2.85153  -1.204
C3 0.04223 -1.16669 3.45565  -1.319
N2 1.06325 -0.74251 2.46060  1.493
C4 1.94690 -1.87274 2.06667  -0.386
C5 1.90255 0.29594 3.07050  -0.291
C6 2.36574 0.19123 4.37634  -0.663
C7 3.18596 1.17844 4.90009  -0.992
C8 3.55362 2.26829 4.12371  -0.808
C9 3.10736 2.36654 2.81653  -0.817
C10 2.28120 1.37655 2.28917  1.019
S1 1.76536 1.45504 0.60855  -0.388
C11 -2.65460 -0.90205 1.32184  1.349
C12 -3.89036 -1.69720 1.65842  -1.576
C13 -5.11889 -1.30998 1.32070  -0.652
C14 -5.52395 -0.01804 0.75232  -0.742
C15 -4.73289 0.98971 0.37987  -1.267
C16 -3.23661 0.91097 0.37141  1.355
S2 -2.43003 2.11080 -0.73769  -0.295
H1 -2.14277 -3.60233 1.10334  0.508
H2 -0.48587 -3.32425 0.55653  -0.466
H3 -1.83032 -2.65458 -0.36901  0.423
H4 -0.77849 -3.06557 2.85853  0.751
H5 -1.94851 -1.92440 3.48008  0.445
H6 0.51382 -1.74621 4.25067  0.897
H7 -0.36318 -0.26234 3.90149  0.642
H8 1.38131 -2.58428 1.47641  -0.853
H9 2.35149 -2.38167 2.94530  0.412
H10 2.76441 -1.49322 1.45715  0.461
H11 2.10670 -0.65639 4.99706  0.455
H12 3.54323 1.08971 5.91720  0.474
H13 4.19537 3.03646 4.53424  0.440
H14 3.40069 3.20149 2.19259  0.550
H15 -3.75800 -2.64760 2.16149  0.362
H16 -5.93425 -1.98102 1.56465  0.466
H17 -6.59380 0.13422 0.67824  0.469
H18 -5.17247 1.91744 0.03621  0.486
N3 -1.91461 3.04106 2.68366  0.159
C17 -1.00030 2.28822 2.10201  -1.097
N4 -1.20087 1.02517 1.80383  1.226
C18 -2.59937 0.59011 1.81698  1.439
N5 -2.78721 -0.45431 -0.08586  -0.950
N6 -1.49631 -0.30750 -0.65188  0.602
C19 -1.70970 0.64634 -1.68915  -0.164
C20 -0.40099 0.87002 -2.34266  -0.877
C21 -0.23994 1.48469 -3.56119  -0.816
C22 1.03584 1.51382 -4.11157  -0.834
C23 2.08491 0.94192 -3.41179  -1.128
C24 1.84447 0.41999 -2.15356  -0.221
N7 0.61862 0.38883 -1.61352  0.980
C25 -3.28447 1.11235 3.05768  -0.889
C26 -4.17715 0.44342 3.88929  -0.367
C27 -4.80110 1.10430 4.93638  -1.138
C28 -4.55004 2.44550 5.17781  -0.753
C29 -3.62055 3.11890 4.40466  -0.896
C30 -2.99360 2.43696 3.37689  0.225
H19 -1.67879 3.99875 2.89972  0.427
H20 -0.04715 2.74326 1.87399  0.602
H21 -2.50844 0.35054 -2.36944  0.790
H22 -1.09645 1.89485 -4.07940  0.641
H23 1.20341 1.96626 -5.07995  0.482
H24 3.08644 0.90542 -3.81691  0.538
H25 2.64855 0.02298 -1.55568  0.786
H26 -4.41517 -0.59220 3.71525  0.461
H27 -5.50338 0.56772 5.56006  0.498
H28 -5.05649 2.96090 5.98273  0.423
H29 -3.36683 4.15153 4.61372  0.460
C31 2.13586 -4.55751 -0.64873  -0.315
C32 1.39575 -5.19823 0.52123  -0.733
As1 2.42100 -6.55209 1.56449  0.281
C33 3.91089 -5.34810 1.96546  -0.071
C34 3.88893 -4.76498 3.23313  -0.525
C35 4.84262 -3.82333 3.60286  -0.504
C36 5.84052 -3.46137 2.70805  -0.657
C37 5.88150 -4.04523 1.44812  -0.688
C38 4.92289 -4.98068 1.07784  -0.046
C39 3.11883 -7.60922 0.08542  0.419
C40 4.40999 -8.12839 0.10472  -0.446
C41 4.84708 -8.96398 -0.91520  -0.584
C42 3.99662 -9.29497 -1.96009  -0.556
C43 2.69959 -8.80074 -1.97504  -0.640
C44 2.26474 -7.96794 -0.95458  -0.168
P1 1.38685 -3.02206 -1.37176  1.673
C45 2.65438 -2.62532 -2.63115  0.908
C46 3.89442 -2.17580 -2.16492  -0.684
C47 4.90503 -1.83417 -3.04932  -0.842
C48 4.68613 -1.92763 -4.41972  -0.766
C49 3.46122 -2.37442 -4.89199  -0.741
C50 2.44954 -2.72596 -4.00394  -0.576
C51 -0.02025 -3.62299 -2.36596  0.256
C52 -0.37926 -4.96462 -2.45617  -1.258
C53 -1.49563 -5.35155 -3.19077  -0.561
C54 -2.25943 -4.40386 -3.85395  -0.910
C55 -1.90145 -3.06248 -3.78748  -0.688
C56 -0.79729 -2.67911 -3.04321  -0.299
H30 2.31797 -5.27891 -1.44911  0.923
H31 3.12111 -4.21992 -0.32049  -0.244
H32 0.45628 -5.66267 0.21560  0.445
H33 1.14239 -4.46569 1.28776  -0.179
H34 3.13201 -5.07041 3.94862  0.445
H35 4.82427 -3.39593 4.59816  0.494
H36 6.59797 -2.74475 2.99948  0.448
H37 6.66936 -3.78080 0.75350  0.486
H38 4.97367 -5.42913 0.09346  0.550
H39 5.08187 -7.89149 0.92086  0.464
H40 5.85293 -9.36294 -0.88892  0.408
H41 4.33835 -9.94656 -2.75322  0.399
H42 2.02539 -9.07218 -2.77750  0.412
H43 1.23997 -7.61151 -0.96301  0.370
H44 4.07681 -2.10084 -1.09496  0.376
H45 5.86438 -1.50094 -2.67380  0.489
H46 5.47359 -1.66457 -5.11395  0.407
H47 3.29224 -2.46515 -5.95727  0.470
H48 1.50499 -3.08614 -4.39115  0.401
H49 0.21539 -5.72630 -1.97128  0.345
H50 -1.76035 -6.39942 -3.25182  0.464
H51 -3.12309 -4.70879 -4.42990  0.396
H52 -2.48392 -2.32119 -4.32092  0.495
H53 -0.51622 -1.63581 -2.99839  0.669


Here is a 6-piece molecular cluster, C6H23NO6 overall at a distorted geometry from OMol25. Energies are from the ωB97M-V functional and the def2-TZVPD basis.

For the calculated total energy, the calculation gives -20368.262 eV. The SMILES is C=CCCCNCO.O.O.O.O.O. Its gap between HOMO and LUMO is 0.328 hartree.

Each line ends with the Mulliken charge.
Positions of all 36 atoms, in Å:
C1 0.67720 2.14747 -1.35172  -0.542
C2 -0.22388 2.14691 -2.31542  -0.066
C3 -1.28468 1.09425 -2.50154  -0.681
C4 -1.04447 -0.31375 -1.86199  -0.361
C5 0.33435 -0.87748 -2.22501  -1.156
N1 1.14823 -1.37744 -1.12196  -0.023
C6 1.30199 -2.78024 -1.03389  -0.429
O1 0.14001 -3.50757 -0.59362  -0.555
H1 1.34185 2.99674 -1.23430  0.285
H2 0.99095 1.37773 -0.65506  -0.139
H3 -0.25209 2.90781 -3.09057  0.332
H4 -2.23947 1.46070 -2.12484  0.285
H5 -1.47370 0.93366 -3.56499  0.367
H6 -1.29415 -0.26144 -0.80502  0.483
H7 -1.80126 -0.84000 -2.44579  0.328
H8 0.27694 -1.60623 -3.03829  0.405
H9 0.91609 -0.09503 -2.72851  0.453
H10 0.94948 -0.94658 -0.23620  0.055
H11 2.10197 -3.14370 -0.39749  0.303
H12 1.50093 -3.14398 -2.03522  0.349
H13 -0.65588 -2.98536 -0.73163  0.322
O2 0.93297 0.88895 3.52264  -0.723
H14 1.49373 0.82621 4.31311  0.352
H15 1.59473 1.06910 2.84013  0.332
O3 -3.70526 0.68814 -0.15124  -0.590
H16 -4.43896 1.11784 -0.61146  0.305
H17 -3.79128 1.13914 0.70180  0.290
O4 3.24091 0.38280 1.30329  -0.581
H18 3.73482 -0.41748 1.52604  0.330
H19 2.33818 0.06116 1.41726  0.210
O5 0.10001 -1.74130 3.93594  -0.641
H20 0.84218 -2.32200 3.74591  0.291
H21 0.45460 -0.83979 3.98061  0.397
O6 -1.46604 2.20319 3.49197  -0.629
H22 -2.14062 1.85102 2.90521  0.288
H23 -0.60035 1.90655 3.17185  0.354


Here is a 2-piece molecular cluster, C11H14N2O overall at a distorted geometry from OMol25. Energies are from the ωB97M-V functional and the def2-TZVPD basis.

For the calculated total energy, the calculation gives -16661.298 eV. The SMILES is Cc1ccc(O)cc1.Cc1c[nH]cn1. Its gap between HOMO and LUMO is 0.324 hartree.

Each line ends with the Mulliken charge.
Positions of all 28 atoms, in Å:
C1 -0.66814 -3.48175 -3.35376  -1.325
C2 -0.19392 -2.29619 -2.55901  0.715
C3 -1.01080 -1.46177 -1.86423  -0.745
C4 -0.41761 -0.39157 -1.15943  -0.071
C5 0.97352 -0.24099 -1.04216  0.486
O1 1.48702 0.75283 -0.27160  -0.588
C6 1.80465 -1.18754 -1.68098  -0.786
C7 1.19663 -2.18012 -2.43745  -0.334
H1 -1.27347 -3.17976 -4.22056  0.304
H2 -1.17057 -4.19502 -2.69819  0.290
H3 0.14926 -4.00077 -3.84990  0.347
H4 -2.07962 -1.31745 -1.91387  0.354
H5 -0.98571 0.23191 -0.48166  0.369
H6 0.76625 1.37693 -0.16809  0.353
H7 2.88094 -1.16844 -1.60029  0.376
H8 1.85891 -2.94673 -2.81744  0.271
C8 0.70741 0.52250 2.64967  -0.993
C9 0.05190 1.84577 2.64110  0.404
C10 -0.53116 2.53554 3.64011  -0.640
N1 -1.11774 3.66422 3.12792  -0.157
C11 -0.90113 3.57837 1.76232  -0.320
N2 -0.17224 2.55443 1.43682  -0.217
H9 0.82520 -0.15953 3.48034  0.361
H10 1.60611 0.48874 2.03422  0.268
H11 0.03338 -0.05523 1.98680  0.179
H12 -0.60753 2.29222 4.68945  0.409
H13 -1.92956 4.08273 3.56340  0.266
H14 -1.28200 4.33667 1.10648  0.428


Here is C4H9N2Ni as an isolated structure at a distorted geometry from OMol25. Energies are from the ωB97M-V functional and the def2-TZVPD basis.

The charge is +1. For the calculated total energy, the calculation gives -48306.642 eV. Its gap between HOMO and LUMO (spin up / spin down) is 0.210 / 0.310 hartree. As for the spin multiplicity: 3. Its expectation value of S² is 2.008.

Each line ends with the Löwdin spin population.
Positions of all 16 atoms, in Å:
C1 -1.29329 -1.11253 -0.07263  0.010
C2 -0.05535 -0.41279 -0.51385  0.052
C3 0.31593 -0.31791 -1.96520  0.014
N1 0.82856 0.20321 0.17695  0.107
C4 0.78950 0.32434 1.57464  0.590
N2 0.17235 1.46996 2.09105  0.168
H1 -1.18395 -2.19199 -0.21235  0.003
H2 -2.13062 -0.79627 -0.69970  0.001
H3 -1.53007 -0.90097 0.96823  0.002
H4 0.12056 0.78016 -2.10076  0.003
H5 1.37248 -0.61236 -2.03604  0.003
H6 -0.24220 -0.80944 -2.75889  0.001
H7 0.65496 -0.61220 2.11093  0.031
H8 0.80348 2.24049 2.29409  0.024
H9 -0.28313 1.25211 2.96943  0.003
Ni1 1.66079 1.49619 -1.82590  0.990


Here is one molecule with the formula CH2O3S2 at a distorted geometry from OMol25. Energies are from the ωB97M-V functional and the def2-TZVPD basis.

For the calculated total energy, the calculation gives -28880.111 eV. Its gap between HOMO and LUMO is 0.359 hartree.

Each line ends with the Mulliken charge.
Positions of all 8 atoms, in Å:
C1 -0.26770 -0.76262 0.48798  0.126
O1 0.38957 -3.66539 -0.14483  -0.400
O2 -0.92726 -1.53834 -0.45676  -0.242
O3 -0.11851 -1.68566 1.58043  -0.408
S1 1.38575 -0.26113 0.10035  -0.214
S2 -0.69791 -2.92654 0.40693  0.668
H1 -0.75764 0.18180 0.89020  0.320
H2 0.99881 0.80118 -0.87898  0.149